No. 1
# C49H33N5PtS

A structure of composition C49H33N5PtS (ωB97M-V/def2-TZVPD, OMol25).

Structure (XYZ):
```
89
C49H33N5PtS (ωB97M-V/def2-TZVPD)
Pt -0.3128 -0.3879 0.0829
C 0.6448 5.1335 5.3093
C 1.6180 4.1855 5.0277
C 1.3863 3.2169 4.0614
C 0.1830 3.1856 3.3614
C -0.7841 4.1468 3.6447
C -0.5561 5.1134 4.6129
C -0.0540 2.1116 2.3537
C -0.2068 2.4720 1.0136
C -0.2810 3.8279 0.5084
C -0.5808 3.7508 -0.8041
C -0.6279 2.3479 -1.1496
N -0.4127 1.6093 -0.0125
C -0.7449 1.8445 -2.4288
C -0.4801 0.5130 -2.7860
C -0.3841 0.0143 -4.1261
C 0.0108 -1.2826 -4.0396
C 0.1393 -1.5969 -2.6460
C 0.4764 -2.8479 -2.1103
C 0.9205 -3.9015 -3.0634
C 2.0356 -3.6924 -3.8730
C 2.4530 -4.6671 -4.7656
C 1.7548 -5.8625 -4.8682
C 0.6440 -6.0802 -4.0661
C 0.2314 -5.1074 -3.1677
C 0.3733 -3.1813 -0.7693
N -0.1988 -2.3896 0.2002
C -0.3042 -3.1225 1.3322
C -0.9215 -2.6536 2.5272
C -1.8356 -3.5116 3.3389
C -1.7623 -4.9074 3.4057
C -2.7350 -5.6523 4.0499
C -3.8228 -5.0313 4.6461
C -3.9122 -3.6506 4.6005
C -2.9371 -2.9053 3.9558
C -0.7689 -1.3242 2.8961
C -0.7985 -0.8247 4.2612
C -0.4211 0.4655 4.2248
C -0.2246 0.8162 2.8306
N -0.4084 -0.2957 2.0711
C 0.2920 -4.4139 1.1036
C 0.7236 -4.4402 -0.1786
N -0.1750 -0.4875 -1.9130
C -1.1586 2.7800 -3.5185
C -2.5117 2.9936 -3.7615
C -2.9171 3.8525 -4.7726
C -1.9734 4.5108 -5.5489
C -0.6223 4.3085 -5.3083
C -0.2195 3.4463 -4.2982
H 0.8174 5.8799 6.0738
H 2.5586 4.1970 5.5635
H 2.1422 2.4733 3.8387
H -1.7248 4.1243 3.1077
H -1.3206 5.8487 4.8286
H -0.1186 4.7164 1.0952
H -0.7169 4.5623 -1.5006
H -0.5650 0.5947 -5.0158
H 0.1881 -1.9705 -4.8487
H 2.5861 -2.7642 -3.7828
H 3.3260 -4.4931 -5.3812
H 2.0749 -6.6206 -5.5711
H 0.0917 -7.0078 -4.1434
H -0.6437 -5.2714 -2.5515
H -0.9372 -5.4325 2.9585
H -2.6445 -6.7306 4.0763
H -4.5992 -5.6175 5.1198
H -4.7607 -3.1446 5.0427
H -3.0634 -1.8350 3.8849
H -1.0170 -1.4250 5.1281
H -0.2947 1.1406 5.0546
H 0.4625 -5.1704 1.8474
H 1.2581 -5.2343 -0.6721
H -3.2443 2.4800 -3.1513
H -3.9726 4.0087 -4.9536
H -2.2903 5.1758 -6.3416
H 0.1193 4.8220 -5.9065
H 0.8362 3.2841 -4.1138
S 2.9213 -0.6886 0.6350
C 3.0887 0.9203 0.2709
N 2.6335 1.3980 -0.9336
C 2.6611 2.6979 -1.3215
C 3.1917 3.6453 -0.5141
C 3.7003 3.2286 0.7449
C 3.6605 1.9238 1.1185
H 2.1677 0.7094 -1.5132
H 2.2291 2.9086 -2.2889
H 3.2044 4.6797 -0.8198
H 4.1175 3.9661 1.4193
H 4.0437 1.5920 2.0724
```

energy relative to the best compared isomer or geometry (same formula, charge and spin)	0.000	eV
F_max	0.48	eV Å⁻¹
E_HOMO (alpha / beta)	-6.774 / -6.774	eV



No. 2
# C2H3N3O

A structure of composition C2H3N3O in a non-equilibrium geometry (ωB97M-V/def2-TZVPD, OMol25).

Structure (XYZ):
```
9
C2H3N3O (ωB97M-V/def2-TZVPD)
C 0.5238 -0.8765 0.0036
C -0.4305 0.2740 0.0425
O -1.7430 0.1187 -0.1368
N 1.0930 1.1529 -0.5804
N 0.0994 1.3316 0.6363
N 1.6533 0.0598 -0.2183
H -2.2006 0.9095 0.1933
H 0.5811 -1.4464 0.9317
H 0.4236 -1.5234 -0.8719
```

energy relative to the best compared isomer or geometry (same formula, charge and spin)	6.098	eV
F_max	5.20	eV Å⁻¹
E_HOMO (alpha / beta)	-8.847 / -8.888	eV



No. 3
# C15H17BrN4O3S2

The molecule C15H17BrN4O3S2 in a non-equilibrium geometry (ωB97M-V/def2-TZVPD, OMol25).

Structure (XYZ):
```
42
C15H17BrN4O3S2 (ωB97M-V/def2-TZVPD)
O -3.4243 0.6847 1.0950
C -3.8091 -0.3477 0.5907
N -2.9151 -1.2872 0.1351
C -1.5677 -1.1020 0.2484
N -0.6988 -1.9567 -0.1964
N 0.5499 -1.5757 0.0297
C 0.6466 -0.4471 0.6411
S -0.8747 0.3104 1.0112
S 2.1847 0.3772 1.0373
O 2.9621 -0.5253 1.8305
O 1.8262 1.6496 1.5823
N 2.7828 0.5880 -0.4776
C 3.1231 1.9254 -0.9030
H 3.3382 1.8707 -1.9731
H 2.2317 2.5415 -0.7630
C 4.2988 2.5595 -0.1434
C 5.3097 1.5416 0.3868
H 6.1807 2.0970 0.7418
C 5.7516 0.4933 -0.6404
C 4.8853 -0.7654 -0.5889
C 3.4553 -0.5392 -1.0817
H 3.4479 -0.3787 -2.1648
H 2.8440 -1.4163 -0.8564
H 5.3330 -1.5481 -1.2053
H 4.8432 -1.1232 0.4402
H 5.7384 0.9209 -1.6456
H 6.7808 0.1986 -0.4242
H 4.8776 1.0283 1.2477
H 4.7973 3.2650 -0.8122
H 3.9067 3.1177 0.7074
H -3.2154 -2.1274 -0.3387
C -5.2423 -0.6850 0.4035
C -6.1362 0.3802 0.3251
C -7.4843 0.1257 0.1594
C -7.9649 -1.1727 0.0862
C -7.0737 -2.2271 0.1883
C -5.7181 -1.9930 0.3430
H -5.0476 -2.8325 0.4498
H -7.4431 -3.2402 0.1485
H -9.0209 -1.3539 -0.0400
Br -8.7005 1.5802 0.0314
H -5.7589 1.3891 0.3945
```

energy relative to the best compared isomer or geometry (same formula, charge and spin)	0.000	eV
F_max	1.59	eV Å⁻¹
E_HOMO	-9.188	eV



No. 4
# C48H45F3NO2P2RuSi2

A structure of composition C48H45F3NO2P2RuSi2 in a non-equilibrium geometry (ωB97M-V/def2-TZVPD, OMol25).

Structure (XYZ):
```
104
C48H45F3NO2P2RuSi2 (ωB97M-V/def2-TZVPD)
Ru -0.3446 -0.6167 -0.1792
C 3.4824 -1.6102 -0.6467
Si 2.0081 -0.6415 0.1247
C 2.4589 -0.7011 1.9764
C 3.7711 -0.7464 2.4232
C 4.0621 -1.0647 3.7397
C 3.0381 -1.3748 4.6200
C 1.7206 -1.3226 4.1919
C 1.4317 -0.9708 2.8806
P -0.2577 -0.6311 2.2803
C -0.3726 1.0673 2.9248
C -1.1932 1.9713 2.1113
C -1.1997 3.4652 2.3960
C 0.1850 3.8782 2.8836
C 0.6913 2.9761 3.9519
C 0.4804 1.6320 3.8858
C -1.3846 -1.4848 3.4452
C -1.9886 -2.6866 3.0982
C -2.8264 -3.3347 3.9875
C -3.0889 -2.7785 5.2282
C -2.5215 -1.5606 5.5666
C -1.6763 -0.9153 4.6836
C 1.8383 0.9933 -0.8646
C 1.9295 2.3741 -0.3079
C 1.8989 3.4180 -1.3711
C 1.8672 3.1241 -2.6919
C 1.6688 1.8088 -3.1447
C 1.5295 0.7878 -2.2001
P 0.5216 -0.7101 -2.5053
C 1.5283 -2.0243 -3.2890
C 1.2164 -3.3493 -3.0021
C 1.9571 -4.3781 -3.5579
C 3.0100 -4.0881 -4.4100
C 3.3143 -2.7699 -4.7137
C 2.5819 -1.7386 -4.1540
C -0.3950 -0.1226 -3.9910
C -0.5669 -0.9093 -5.1246
C -1.2465 -0.4074 -6.2244
C -1.7813 0.8685 -6.1965
C -1.6508 1.6428 -5.0544
C -0.9715 1.1506 -3.9578
H 4.3843 -1.0084 -0.5951
H 3.3127 -1.8554 -1.6867
H 3.6538 -2.5303 -0.0986
H 4.5758 -0.5427 1.7316
H 5.0908 -1.0998 4.0711
H 3.2671 -1.6561 5.6399
H 0.9234 -1.5775 4.8763
H -2.2034 1.5857 1.9911
H -2.0031 3.8403 3.0319
H 0.1829 4.9154 3.2330
H 1.3429 3.3912 4.7054
H 0.9873 0.9846 4.5886
H -1.8102 -3.1145 2.1252
H -3.2772 -4.2740 3.7052
H -3.7468 -3.2818 5.9222
H -2.7430 -1.1066 6.5220
H -1.2531 0.0419 4.9503
H 2.8891 2.4870 0.2286
H 1.9598 4.4454 -1.0562
H 1.9282 3.9198 -3.4224
H 1.5905 1.6052 -4.2026
H 0.3917 -3.5662 -2.3390
H 1.7158 -5.4032 -3.3221
H 3.5972 -4.8882 -4.8363
H 4.1278 -2.5501 -5.3898
H 2.8297 -0.7100 -4.3719
H -0.1710 -1.9148 -5.1531
H -1.3566 -1.0213 -7.1063
H -2.2998 1.2577 -7.0597
H -2.0879 2.6294 -5.0181
H -0.8906 1.7449 -3.0573
F 0.1844 -5.6646 -0.6958
C -0.5236 -5.1315 0.3181
F -0.1173 -5.7406 1.4381
F -1.8019 -5.4926 0.1217
C -0.3557 -3.5669 0.3684
O 0.4833 -3.1125 1.1439
O -1.1045 -2.9586 -0.4125
C -2.9603 -0.4247 -1.8792
Si -2.7722 0.9402 -0.5516
C -3.6683 0.0335 0.9022
C -3.9398 2.3712 -1.0531
N -1.1315 1.4546 -0.3307
C -0.6499 2.3207 0.6552
C -1.3323 3.7327 0.8705
C -0.5929 4.9137 0.3868
C 0.6707 4.9815 0.7874
C 1.1091 3.8282 1.6243
C 0.8885 2.5027 0.8633
H -4.0236 -0.5362 -2.0717
H -2.5918 -1.3894 -1.5198
H -2.4879 -0.2101 -2.8274
H -4.5536 -0.4538 0.5073
H -3.9957 0.6718 1.7152
H -3.0322 -0.7465 1.3227
H -4.8532 1.9562 -1.4633
H -3.4994 3.0167 -1.8043
H -4.2186 2.9843 -0.2027
H -2.3683 3.7037 0.5478
H -1.0815 5.6542 -0.2257
H 1.3356 5.8063 0.5920
H 2.1569 3.9036 1.9231
H 1.1967 1.6826 1.5265
```

multiplicity	2
F_max	2.77	eV Å⁻¹
⟨S²⟩	0.778
E_HOMO (alpha / beta)	-6.753 / -7.014	eV



No. 5
# C35H68BrIMgN10O

A structure of composition C35H68BrIMgN10O (ωB97M-V/def2-TZVPD, OMol25).

Structure (XYZ):
```
117
C35H68BrIMgN10O (ωB97M-V/def2-TZVPD)
Mg 0.7554 0.7458 0.9697
C 2.1110 -0.3759 -2.2013
N 3.1202 -1.1736 -1.5165
C 3.0984 -2.5958 -1.8306
C 3.6117 -0.7452 -0.3164
N 2.9845 0.1298 0.4063
C 3.7459 0.9871 1.2966
C 3.3879 2.4194 0.9241
N 1.9736 2.6847 1.2024
C 1.5097 3.8087 0.3731
C 1.6089 3.5338 -1.1304
N 0.6720 2.5405 -1.5765
C 0.3099 2.5607 -2.7958
N 0.9674 3.3869 -3.7348
C 2.3048 2.9985 -4.1454
C 0.1918 4.0356 -4.7720
N -0.7343 1.7162 -3.2185
C -0.3854 0.7767 -4.2652
C -2.0560 2.3003 -3.3776
C 1.8304 2.9761 2.6508
C 0.6761 2.2714 3.3477
N 0.7433 0.8472 3.0654
C 0.4706 0.0148 4.0547
N -0.0716 0.4651 5.2337
C 0.3441 -0.0429 6.5234
C -1.3185 1.2089 5.2546
N 0.9527 -1.2547 4.0254
C 1.7112 -1.6772 2.8683
C 0.3037 -2.3650 4.7146
N 4.8728 -1.2176 -0.0030
C 5.2056 -1.6650 1.3334
C 5.8264 -1.6018 -1.0239
H 1.1332 -0.4332 -1.7217
H 2.0510 -0.7316 -3.2311
H 2.4226 0.6700 -2.1990
H 2.0667 -2.9525 -1.8522
H 3.6332 -3.1613 -1.0708
H 3.5559 -2.7869 -2.8049
H 4.8269 0.8677 1.1780
H 3.4852 0.7972 2.3428
H 3.5774 2.5130 -0.1426
H 4.0379 3.1362 1.4454
H 2.1265 4.6972 0.5754
H 0.4765 4.0420 0.6350
H 2.6233 3.1996 -1.3692
H 1.4678 4.4794 -1.6693
H 2.7598 2.3702 -3.3806
H 2.9340 3.8802 -4.2960
H 2.2841 2.4270 -5.0831
H -0.7332 4.4256 -4.3528
H -0.0490 3.3811 -5.6202
H 0.7695 4.8810 -5.1511
H -0.3882 1.2115 -5.2777
H -1.1119 -0.0386 -4.2409
H 0.6011 0.3549 -4.0655
H -2.1968 2.7604 -4.3669
H -2.2155 3.0548 -2.6077
H -2.8031 1.5181 -3.2543
H 1.7407 4.0575 2.8081
H 2.7404 2.6497 3.1550
H -0.2761 2.7154 3.0426
H 0.7907 2.4678 4.4182
H 1.2821 -0.5853 6.4313
H -0.4076 -0.6948 6.9802
H 0.5008 0.8073 7.1948
H -1.6542 1.4242 4.2445
H -1.1981 2.1433 5.8159
H -2.0975 0.6057 5.7258
H 2.4813 -0.9448 2.6412
H 1.0606 -1.7890 1.9918
H 2.1799 -2.6354 3.0889
H -0.5761 -2.0353 5.2523
H 1.0093 -2.8488 5.3994
H -0.0435 -3.0866 3.9759
H 4.3690 -1.4953 2.0068
H 6.0871 -1.1436 1.7181
H 5.4272 -2.7378 1.3265
H 5.5238 -1.2001 -1.9866
H 5.9301 -2.6892 -1.1096
H 6.8068 -1.1922 -0.7652
C -6.3248 -1.2445 -2.1114
C -5.9281 -0.9139 -0.6664
C -6.3280 -2.0705 0.2659
C -6.6904 0.3418 -0.2376
C -4.4199 -0.7249 -0.5544
C -3.8379 0.3923 0.0140
C -2.4682 0.4335 0.1506
Br -1.7345 1.9903 0.9721
C -1.5697 -0.5872 -0.1898
O -0.2758 -0.4471 0.0109
C -2.1808 -1.7484 -0.7366
C -3.5554 -1.7502 -0.9333
C -1.3921 -3.0232 -1.0852
C -2.2968 -4.2672 -1.0841
C -0.2932 -3.3036 -0.0493
C -0.7847 -2.8727 -2.4868
H -7.3999 -1.4312 -2.1705
H -5.8070 -2.1314 -2.4784
H -6.0830 -0.4110 -2.7753
H -7.4143 -2.1280 0.3763
H -5.8823 -1.9246 1.2513
H -5.9725 -3.0261 -0.1234
H -7.7619 0.1899 -0.3797
H -6.3898 1.2073 -0.8330
H -6.5174 0.5611 0.8174
H -4.4222 1.2217 0.3859
H -3.9982 -2.6294 -1.3783
H -2.8991 -4.3004 -0.1751
H -1.6774 -5.1658 -1.1161
H -2.9576 -4.3000 -1.9521
H -0.7439 -3.3761 0.9438
H 0.4494 -2.5116 -0.0311
H 0.2021 -4.2531 -0.2767
H -1.5782 -2.7622 -3.2297
H -0.1945 -3.7576 -2.7472
H -0.1467 -1.9914 -2.5393
I -2.4609 -1.3342 3.0409
```

energy relative to the best compared isomer or geometry (same formula, charge and spin)	0.000	eV
F_max	0.85	eV Å⁻¹
E_HOMO	-5.942	eV



No. 6
# C4H9NO2

The molecule C4H9NO2 (ωB97M-V/def2-TZVPD, OMol25).

Structure (XYZ):
```
16
C4H9NO2 (ωB97M-V/def2-TZVPD)
C -2.2967 0.7272 0.9490
C -1.6491 -0.4483 0.2149
N -0.5131 -0.0141 -0.5614
C 0.7127 -0.5014 -0.2731
O 0.9957 -1.1312 0.7271
O 1.5999 -0.1671 -1.2359
C 2.9135 -0.0269 -0.7092
H -2.5328 1.5809 0.3018
H -3.2071 0.4393 1.4828
H -1.5730 1.0812 1.6921
H -1.2441 -1.1306 0.9632
H -2.2777 -1.0654 -0.4411
H -0.6313 0.5830 -1.3654
H 3.5165 0.3743 -1.5217
H 2.8767 0.6778 0.1266
H 3.3098 -0.9787 -0.3498
```

energy relative to the best compared isomer or geometry (same formula, charge and spin)	0.629	eV
F_max	0.67	eV Å⁻¹
E_HOMO	-9.766	eV



no.,E_tot (Eh)
1,-2678.42368
2,-317.30821
3,-4396.91703
4,-3717.48446
5,-5069.13207
6,-363.06241